[1]
Entry from OMol25: a structure of composition C24H50BeBrCl3FLiN2O11 in a non-equilibrium geometry (ωB97M-V/def2-TZVPD).

**Electronic energy**: -5957.8276 Ha
**Lowest unoccupied orbital energy**: -5.2 eV
**Frontier orbital gap**: 0.94 eV
**HOMO**: -0.22414 Ha

Each line ends with the Mulliken charge.
Positions of all 94 atoms, in Å:
C  1.27  1.90  1.33  -1.360
C  0.31  1.04  0.43  1.387
C  0.48  1.59  -1.05  -1.875
C  0.82  -0.44  0.41  -0.643
C  0.41  -1.29  1.66  2.230
C  -0.78  -0.70  2.49  -1.254
C  1.66  -1.66  2.56  -1.234
O  1.74  -0.83  3.71  -0.372
C  3.08  -0.58  4.12  0.231
C  4.01  -1.84  4.15  0.183
C  5.44  -1.37  4.73  -0.362
C  5.43  0.05  5.37  -1.019
N  4.24  0.34  6.21  0.179
C  2.96  -0.09  5.62  -0.993
H  1.36  2.92  0.90  0.471
H  1.00  1.89  2.40  0.253
H  2.30  1.46  1.24  0.265
H  -0.77  1.16  0.65  -0.165
H  1.55  1.82  -1.23  0.394
H  0.23  0.77  -1.76  0.389
H  -0.21  2.44  -1.21  0.519
H  0.40  -0.93  -0.50  0.330
H  1.93  -0.39  0.25  0.217
H  0.05  -2.28  1.27  -1.323
H  -0.54  0.23  3.03  0.231
H  -1.23  -1.48  3.15  0.549
H  -1.59  -0.45  1.76  0.257
H  1.50  -2.71  2.91  0.203
H  2.55  -1.60  1.89  0.298
H  3.49  0.27  3.52  0.066
H  4.21  -2.28  3.13  -0.121
H  3.50  -2.60  4.80  0.390
H  5.89  -2.15  5.38  0.409
H  6.15  -1.30  3.84  0.202
H  6.31  0.10  6.05  0.371
H  5.61  0.82  4.59  0.388
H  4.42  -0.09  7.20  0.146
H  4.22  1.35  6.34  0.389
H  2.62  -0.98  6.21  0.167
H  2.14  0.66  5.74  0.394
Br  4.29  -1.84  8.07  -0.707
Li  -0.96  -3.28  0.46  0.895
C  -1.00  5.78  -5.45  -1.056
C  -1.00  4.26  -5.35  -0.054
O  0.15  3.65  -5.93  -0.448
C  1.38  4.03  -5.35  -0.451
C  1.44  3.72  -3.87  -0.996
H  -0.93  6.09  -6.50  0.269
H  -1.92  6.18  -5.03  0.424
H  -0.16  6.22  -4.92  0.243
H  -1.86  3.87  -5.89  0.319
H  -1.12  3.94  -4.31  0.035
H  1.59  5.09  -5.54  0.275
H  2.17  3.47  -5.87  0.512
H  0.68  4.26  -3.31  0.256
H  2.42  3.99  -3.45  0.504
H  1.27  2.65  -3.70  0.174
F  1.97  2.72  -7.28  -0.556
C  -3.94  4.44  -3.11  0.728
O  -3.95  4.53  -4.36  -0.743
O  -4.60  3.30  -2.66  -0.379
O  -3.44  5.18  -2.25  -0.705
H  -4.84  3.00  -3.55  0.250
Be  2.64  3.84  -8.73  0.554
C  -5.40  1.74  0.45  -0.406
C  -4.10  1.18  0.98  -0.125
O  -4.25  -0.22  0.76  -0.307
C  -5.16  -0.38  -0.24  0.565
O  -5.37  -1.42  -0.78  -0.533
O  -5.76  0.78  -0.55  -0.289
H  -5.29  2.73  0.02  0.332
H  -6.19  1.76  1.21  0.219
H  -3.24  1.54  0.42  0.109
H  -3.95  1.40  2.04  0.408
C  -7.56  -3.70  -1.13  -0.864
C  -9.03  -4.08  -1.48  -0.143
O  -9.08  -4.34  -2.77  -0.476
H  -7.24  -2.81  -1.67  0.276
H  -7.49  -3.47  -0.06  0.309
H  -6.87  -4.51  -1.34  0.312
H  -9.65  -3.25  -1.09  0.226
H  -9.29  -4.90  -0.77  0.221
C  1.24  -5.20  -3.47  -0.731
N  0.66  -5.01  -2.11  0.904
O  0.53  -5.99  -1.41  -0.528
O  0.35  -3.87  -1.79  -0.557
H  1.47  -6.25  -3.61  0.309
H  0.51  -4.86  -4.19  0.306
H  2.15  -4.60  -3.52  0.304
C  6.02  -4.88  2.16  -0.003
Cl  6.32  -3.16  1.88  -0.115
Cl  5.01  -5.10  3.59  -0.085
Cl  5.26  -5.61  0.74  -0.121
H  6.97  -5.37  2.33  0.353

[2]
Entry from OMol25: a cluster of 2 separate species, C4H13N5O in total in a non-equilibrium geometry (ωB97M-V/def2-TZVPD).

**Electronic energy**: -509.0099 Ha
**Lowest unoccupied orbital energy (alpha / beta)**: 0.6 / 0.6 eV
**Frontier orbital gap (alpha / beta)**: 7.60 / 7.59 eV
**HOMO (alpha / beta)**: -0.25705 / -0.25698 Ha

Each line ends with the natural charge from an NBO analysis.
Positions of all 23 atoms, in Å:
C  0.55  1.37  -1.58  0.471
C  -0.24  -2.13  -1.34  -0.394
C  2.04  0.33  1.36  -0.433
C  -2.51  0.70  0.99  -0.431
N  0.61  -0.95  -1.61  -0.457
N  0.92  1.26  1.25  -0.357
N  -1.24  1.38  0.84  -0.410
N  0.14  0.19  -1.07  -0.413
N  -0.15  0.62  0.97  0.108
O  0.47  2.44  -1.05  -0.715
H  1.16  1.42  -2.56  0.089
H  -1.16  -1.88  -1.04  0.200
H  -0.27  -2.87  -2.09  0.194
H  0.29  -2.56  -0.48  0.172
H  2.13  -0.50  0.52  0.186
H  3.00  0.80  1.51  0.214
H  1.89  -0.38  2.12  0.210
H  -3.16  0.80  0.08  0.192
H  -2.42  -0.35  0.96  0.217
H  -3.21  1.06  1.74  0.203
H  1.61  -1.04  -1.43  0.339
H  1.28  2.11  0.82  0.405
H  -1.33  2.16  0.19  0.414

Relative energy (zero: lowest compared OMol25 entry of this formula, charge and spin): 51.2, 159.2 (kcal/mol)